*i*
{
  "formula": "C2H3F3Si",
  "method": "ωB97M-V with the def2-TZVPD basis set",
  "elements": ["F", "Si", "H", "H", "H", "F", "C", "C", "F"],
  "coordinates": [[0.5337, -2.7345, 1.3226], [0.9931, -1.5110, 0.4366], [2.4142, -1.6606, -0.1358], [0.8265, -0.5434, 1.5335], [-0.2186, -1.3522, -0.3886], [-2.7439, 1.2555, -1.2563], [-1.6007, 1.6528, -0.9170], [-0.6713, 2.2178, -0.4718], [0.4669, 2.6755, -0.1232]],
  "homo_energy_ev": -10.605,
  "lumo_ev": 0.59,
  "orbital_gap_ev": 11.197,
  "smiles": "F[SiH3].FC#CF"
}


*ii*
{
  "formula": "C2H3F3Si",
  "method": "ωB97M-V with the def2-TZVPD basis set",
  "elements": ["F", "Si", "H", "H", "H", "F", "C", "C", "F"],
  "coordinates": [[-0.2132, 0.2885, -1.2191], [-0.8625, 1.4317, -0.3508], [-0.8287, 1.8934, 1.0864], [-2.2578, 1.0060, -0.8216], [-0.5291, 2.6962, -0.9134], [-0.2036, -3.0169, 0.8740], [0.8007, -2.2903, 0.6744], [1.5913, -1.4206, 0.5105], [2.5028, -0.5879, 0.1598]],
  "homo_energy_ev": -10.477,
  "lumo_ev": 0.38,
  "orbital_gap_ev": 10.860,
  "smiles": "F[SiH3].FC#CF"
}


Energetically preferred structure: *i* | next structure: +0.349 eV


*i*
{
  "formula": "CH9O3S",
  "method": "ωB97M-V with the def2-TZVPD basis set",
  "elements": ["C", "S", "H", "H", "H", "H", "H", "O", "H", "H", "O", "H", "H", "O"],
  "coordinates": [[2.8746, 0.0709, -0.2446], [1.3808, 1.0427, 0.2184], [3.7531, 0.7147, -0.1762], [2.7661, -0.1453, -1.2991], [3.0749, -0.7947, 0.3701], [-0.6586, 1.0546, 1.3453], [-1.7661, 1.9192, 1.9480], [-1.5461, 1.0002, 1.7669], [-0.4912, -0.0777, -1.3660], [-0.0743, -1.4280, -1.8368], [-0.8626, -0.9781, -1.5111], [-2.5078, -0.9075, -0.4511], [-2.8435, -0.3921, 0.9339], [-3.0993, -1.0789, 0.3022]],
  "homo_energy_ev": -3.072,
  "lumo_ev": 3.83,
  "charge": -1,
  "orbital_gap_ev": 6.901
}


*ii*
{
  "formula": "CH9O3S",
  "method": "ωB97M-V with the def2-TZVPD basis set",
  "elements": ["C", "S", "H", "H", "H", "H", "H", "O", "H", "H", "O", "H", "H", "O"],
  "coordinates": [[0.4206, -1.2704, -0.9863], [0.0283, -0.6482, 0.7017], [1.2985, -0.7805, -1.3926], [0.5718, -2.3379, -0.9455], [-0.3790, -0.9841, -1.6681], [-3.1572, -1.5067, 2.2020], [-2.3187, -1.5974, 0.9378], [-3.2317, -1.7104, 1.2602], [-0.2659, 3.6064, 0.5374], [-1.6670, 3.6413, 1.1197], [-1.0647, 4.1489, 0.5675], [3.2388, 0.4114, -0.2866], [2.9318, -0.8343, -1.0470], [3.5945, -0.1381, -1.0002]],
  "homo_energy_ev": -2.984,
  "lumo_ev": 3.72,
  "charge": -1,
  "orbital_gap_ev": 6.701
}


Energetically preferred structure: *i* | next structure: +0.273 eV


*i*
{
  "formula": "C2H2Cl3NSi",
  "method": "ωB97M-V with the def2-TZVPD basis set",
  "elements": ["C", "Si", "Cl", "Cl", "H", "H", "N", "C", "Cl"],
  "coordinates": [[1.2575, 0.6453, -0.3690], [-0.1631, 1.5497, 0.1725], [-1.1044, 2.9727, -0.9017], [-1.5465, 0.7971, 1.4342], [1.9402, 1.3669, -0.9665], [1.7492, -0.0855, 0.2378], [-0.8310, -3.0992, 1.2474], [-0.7361, -2.5041, 0.2642], [-0.5657, -1.6430, -1.1189]],
  "homo_energy_ev": -8.880,
  "lumo_ev": -0.53,
  "orbital_gap_ev": 8.348,
  "smiles": "C=[Si](Cl)Cl.N#CCl"
}


*ii*
{
  "formula": "C2H2Cl3NSi",
  "method": "ωB97M-V with the def2-TZVPD basis set",
  "elements": ["C", "C", "N", "Si", "Cl", "Cl", "Cl", "H", "H"],
  "coordinates": [[-0.9318, 1.5834, 0.1086], [-0.9489, -0.6632, -0.1247], [-1.0146, 2.6908, 0.3301], [0.9783, -0.5453, -0.0010], [1.6972, -2.4080, 0.2043], [1.6987, 0.4332, -1.6342], [1.5937, 0.5911, 1.5511], [-1.5836, -0.7561, -1.0926], [-1.4889, -0.9259, 0.6583]],
  "homo_energy_ev": -11.468,
  "lumo_ev": -1.48,
  "orbital_gap_ev": 9.986
}


Energetically preferred structure: *ii* | next structure: +1.209 eV


*i*
{
  "formula": "C2H4FI",
  "method": "ωB97M-V with the def2-TZVPD basis set",
  "elements": ["C", "C", "F", "I", "H", "H", "H", "H"],
  "coordinates": [[-0.6482, -0.3069, -0.4589], [0.4471, 0.4183, 0.3221], [0.3993, 1.6616, -0.0590], [2.4143, -0.4247, 0.0374], [-1.5534, -0.2043, 0.1196], [-0.7200, -0.0059, -1.4302], [-0.7312, -1.4125, -0.2338], [0.3921, 0.2745, 1.7027]],
  "homo_energy_ev": -9.469,
  "lumo_ev": 0.48,
  "orbital_gap_ev": 9.947
}


*ii*
{
  "formula": "C2H4FI",
  "method": "ωB97M-V with the def2-TZVPD basis set",
  "elements": ["C", "C", "F", "I", "H", "H", "H", "H"],
  "coordinates": [[-0.1574, 0.0664, -1.1957], [-0.0476, -0.1539, 1.0042], [-0.5602, 1.0584, 1.2507], [1.8834, -0.6420, 1.5839], [-1.2161, 0.3892, -1.1491], [0.5633, 0.9010, -1.0700], [0.3238, -0.7887, -1.5275], [-0.7892, -0.8304, 1.1034]],
  "homo_energy_ev": -8.599,
  "lumo_ev": 0.37,
  "orbital_gap_ev": 8.967
}


Energetically preferred structure: *i* | next structure: +1.571 eV


*i*
{
  "formula": "C36H33BiBrN6S2",
  "method": "ωB97M-V with the def2-TZVPD basis set",
  "elements": ["Bi", "N", "C", "C", "C", "C", "N", "H", "H", "H", "H", "H", "H", "H", "H", "H", "H", "H", "H", "Br", "C", "C", "C", "C", "C", "C", "N", "C", "C", "C", "C", "C", "C", "N", "H", "H", "H", "H", "H", "H", "H", "H", "H", "S", "C", "C", "C", "C", "C", "C", "N", "C", "C", "C", "C", "C", "C", "C", "C", "N", "C", "C", "C", "C", "C", "S", "C", "H", "H", "H", "H", "H", "H", "H", "H", "H", "H", "H", "H"],
  "coordinates": [[0.0291, -0.1294, -0.1460], [0.8419, 2.7886, -0.4417], [-0.0131, 3.8689, -1.0351], [-0.8596, 4.6058, -0.0001], [-2.1808, 3.9786, 0.4586], [-2.0960, 2.5868, 1.0683], [-1.9656, 1.5061, 0.0333], [1.2070, 3.1516, 0.4366], [1.6474, 2.6912, -1.0532], [-0.6322, 3.4498, -1.8346], [0.6386, 4.6002, -1.5124], [-1.1081, 5.5772, -0.4285], [-0.2269, 4.8133, 0.8713], [-2.8923, 3.9511, -0.3734], [-2.6100, 4.6518, 1.2012], [-2.9956, 2.3864, 1.6478], [-1.2467, 2.5296, 1.7559], [-1.7994, 1.9569, -0.8660], [-2.8532, 1.0262, -0.0656], [2.9693, 2.9613, 6.1201], [1.9416, 1.9804, 4.9102], [1.0079, 1.0559, 5.3740], [0.2482, 0.3235, 4.4871], [0.4166, 0.4912, 3.1078], [1.3297, 1.4435, 2.6671], [2.0932, 2.1836, 3.5457], [-0.3459, -0.2224, 2.1277], [-1.3263, -0.9852, 2.4610], [-2.2439, -1.6081, 1.5184], [-3.3379, -2.3297, 1.9687], [-4.2340, -2.8410, 1.0372], [-4.0062, -2.6185, -0.3102], [-2.8788, -1.8998, -0.6885], [-2.0244, -1.4059, 0.2067], [0.8735, 0.9177, 6.4389], [-0.4691, -0.3715, 4.9046], [1.4210, 1.6247, 1.6054], [2.8013, 2.9181, 3.1819], [-1.5453, -1.1348, 3.5122], [-3.4908, -2.4794, 3.0315], [-5.0991, -3.4063, 1.3614], [-4.6819, -3.0006, -1.0644], [-2.6551, -1.7218, -1.7363], [4.7957, 3.5798, -0.0103], [6.3048, 4.3703, -0.0645], [7.3347, 3.4865, -0.1468], [6.8949, 2.1417, -0.1650], [5.5343, 2.0127, -0.1032], [4.7409, 0.7926, -0.0868], [3.3400, 0.8469, -0.0402], [2.5390, -0.2055, 0.0065], [3.0809, -1.4465, -0.0062], [4.4761, -1.6119, -0.0576], [5.0379, -2.9330, -0.0629], [4.2427, -4.0155, -0.0255], [2.8129, -3.8776, 0.0114], [1.9847, -5.0006, 0.0269], [0.6091, -4.8673, 0.0366], [0.1181, -3.5516, 0.0386], [0.8737, -2.4538, 0.0423], [2.2290, -2.5992, 0.0220], [-0.2919, -6.0144, 0.0347], [0.0392, -7.3403, -0.0259], [-1.0817, -8.2059, -0.0150], [-2.2583, -7.5309, 0.0545], [-2.0152, -5.8423, 0.1071], [5.2910, -0.4774, -0.0970], [6.3503, 5.4493, -0.0376], [8.3715, 3.7891, -0.1945], [7.5799, 1.3050, -0.2327], [2.8705, 1.8230, -0.0152], [6.1167, -3.0355, -0.0981], [4.6618, -5.0148, -0.0292], [2.4447, -5.9822, 0.0266], [-0.9512, -3.4190, 0.0256], [1.0583, -7.7037, -0.0849], [-1.0215, -9.2844, -0.0597], [-3.2603, -7.9350, 0.0766], [6.3663, -0.6076, -0.1277]],
  "homo_energy_ev": -14.942,
  "lumo_ev": -9.73,
  "charge": 3,
  "orbital_gap_ev": 5.207
}


*ii*
{
  "formula": "C36H33BiBrN6S2",
  "method": "ωB97M-V with the def2-TZVPD basis set",
  "elements": ["Bi", "N", "C", "C", "C", "C", "N", "H", "H", "H", "H", "H", "H", "H", "H", "H", "H", "H", "H", "Br", "C", "C", "C", "C", "C", "C", "N", "C", "C", "C", "C", "C", "C", "N", "H", "H", "H", "H", "H", "H", "H", "H", "H", "S", "C", "C", "C", "C", "C", "C", "N", "C", "C", "C", "C", "C", "C", "C", "C", "N", "C", "C", "C", "C", "C", "S", "C", "H", "H", "H", "H", "H", "H", "H", "H", "H", "H", "H", "H"],
  "coordinates": [[-0.0182, -0.1149, -0.1758], [0.6658, 2.6317, -0.9742], [-0.2333, 3.7103, -1.4966], [-0.7933, 4.5842, -0.3748], [-2.0196, 4.0750, 0.3808], [-1.8566, 2.7152, 1.0470], [-1.9186, 1.5903, 0.0571], [1.2817, 3.1107, -0.3204], [1.2872, 2.3548, -1.7338], [-1.0310, 3.2575, -2.0929], [0.3300, 4.3381, -2.1870], [-1.0535, 5.5486, -0.8124], [0.0136, 4.7998, 0.3362], [-2.8855, 4.0418, -0.2890], [-2.2730, 4.8055, 1.1501], [-2.6430, 2.5539, 1.7831], [-0.9074, 2.6669, 1.5790], [-1.8594, 2.0035, -0.8711], [-2.8398, 1.1641, 0.0916], [3.5799, 2.5393, 5.8113], [2.3712, 1.6749, 4.6819], [1.6700, 0.5612, 5.1387], [0.7803, -0.0943, 4.3079], [0.5884, 0.3693, 3.0092], [1.2905, 1.4786, 2.5588], [2.1791, 2.1398, 3.3860], [-0.3288, -0.2502, 2.0999], [-1.3202, -0.9552, 2.5013], [-2.2887, -1.5608, 1.5895], [-3.3843, -2.2530, 2.0705], [-4.3006, -2.7668, 1.1546], [-4.0828, -2.5693, -0.1961], [-2.9508, -1.8685, -0.6013], [-2.0768, -1.3747, 0.2726], [1.8314, 0.2009, 6.1455], [0.2815, -0.9771, 4.6872], [1.1117, 1.8692, 1.5605], [2.7184, 3.0096, 3.0346], [-1.5000, -1.0789, 3.5659], [-3.5245, -2.3874, 3.1354], [-5.1690, -3.3127, 1.4997], [-4.7679, -2.9524, -0.9402], [-2.7436, -1.7113, -1.6543], [4.5456, 3.6404, 0.3531], [6.0257, 4.4939, 0.3691], [7.0905, 3.6533, 0.2883], [6.7056, 2.2906, 0.2131], [5.3498, 2.1151, 0.2358], [4.6013, 0.8640, 0.1815], [3.2007, 0.8864, 0.1431], [2.4265, -0.1862, 0.1152], [3.0075, -1.4106, 0.1154], [4.4034, -1.5459, 0.1434], [4.9882, -2.8586, 0.1459], [4.2107, -3.9564, 0.1250], [2.7778, -3.8459, 0.0929], [1.9558, -4.9775, 0.0737], [0.5797, -4.8470, 0.0392], [0.0784, -3.5355, 0.0211], [0.8262, -2.4384, 0.0428], [2.1772, -2.5794, 0.0813], [-0.3270, -5.9912, 0.0159], [0.0017, -7.3173, -0.0571], [-1.1286, -8.1722, -0.0642], [-2.3002, -7.4871, 0.0037], [-2.0427, -5.7998, 0.0763], [5.1894, -0.3881, 0.1779], [6.0279, 5.5705, 0.4350], [8.1155, 3.9928, 0.2806], [7.4201, 1.4827, 0.1384], [2.7007, 1.8398, 0.1537], [6.0673, -2.9428, 0.1662], [4.6488, -4.9463, 0.1302], [2.4173, -5.9568, 0.0897], [-0.9905, -3.3946, -0.0270], [1.0153, -7.6891, -0.1126], [-1.0713, -9.2490, -0.1198], [-3.3039, -7.8824, 0.0136], [6.2668, -0.4916, 0.2112]],
  "homo_energy_ev": -14.988,
  "lumo_ev": -9.63,
  "charge": 3,
  "orbital_gap_ev": 5.360
}


Energetically preferred structure: *ii* | next structure: +0.335 eV


*i*
{
  "formula": "C2H2FNO",
  "method": "ωB97M-V with the def2-TZVPD basis set",
  "elements": ["O", "C", "C", "N", "F", "H", "H"],
  "coordinates": [[1.6061, 1.6337, 0.0074], [0.6863, 0.5975, -0.1346], [-0.7388, 0.0972, 0.0385], [0.4820, -0.6589, 0.2500], [0.8042, -1.8818, -0.2432], [-1.5152, 0.2336, 0.9457], [-1.3247, -0.0213, -0.8639]],
  "homo_energy_ev": -10.466,
  "lumo_ev": -0.82,
  "orbital_gap_ev": 9.646,
  "smiles": "O=C1CN1F"
}


*ii*
{
  "formula": "C2H2FNO",
  "method": "ωB97M-V with the def2-TZVPD basis set",
  "elements": ["C", "N", "C", "O", "F", "H", "H"],
  "coordinates": [[-0.7181, 0.0175, 1.0753], [-0.1511, -0.2028, -0.0464], [0.7755, -0.2485, -1.0536], [1.6013, -0.9814, -1.4425], [0.4255, 0.9669, -1.6822], [-0.0705, 0.1608, 2.0569], [-1.8626, 0.2876, 1.0926]],
  "homo_energy_ev": -10.229,
  "lumo_ev": -0.05,
  "orbital_gap_ev": 10.176,
  "smiles": "C=NC(=O)F"
}


Energetically preferred structure: *ii* | next structure: +4.165 eV